(1)
{
  "formula": "C7H25NO5",
  "method": "wB97M-V/def2-TZVPD",
  "elements": ["C", "C", "C", "C", "C", "C", "C", "N", "H", "H", "H", "H", "H", "H", "H", "H", "H", "H", "H", "H", "H", "H", "H", "O", "H", "H", "O", "H", "H", "O", "H", "H", "O", "H", "H", "O", "H", "H"],
  "xyz": [[-3.41791, -2.39634, -0.32536], [-2.10242, -1.61954, -0.54803], [-1.54497, -0.59823, 0.04121], [-2.09338, 0.10201, 1.24389], [-0.22669, -0.18368, -0.55400], [0.24018, 1.27841, -0.51427], [1.46436, 1.36918, -1.42505], [-0.82161, 2.17055, -1.03495], [-3.20569, -3.32050, 0.15328], [-4.25626, -1.99518, 0.25744], [-3.66175, -2.44835, -1.39565], [-1.61739, -2.13191, -1.37517], [-1.31484, 0.55381, 1.88193], [-2.49221, 1.12532, 1.14402], [-2.87344, -0.45738, 1.77564], [0.64451, -0.78629, -0.27583], [-0.27247, -0.48623, -1.64430], [0.46469, 1.54398, 0.57684], [2.21871, 1.86910, -0.81872], [1.14827, 2.02697, -2.22278], [1.89347, 0.39080, -1.71222], [-0.50100, 3.06858, -1.33213], [-1.76253, 1.92959, -1.22599], [3.84324, -0.97665, -0.95470], [3.34464, -1.61648, -0.42973], [3.60917, -1.21242, -1.86111], [1.09837, -2.34363, 2.05413], [1.60073, -2.80769, 2.73707], [1.42417, -1.45162, 2.31537], [2.04357, 0.09076, 2.81151], [1.81224, 0.35872, 1.91309], [2.96357, 0.28344, 2.99165], [-2.27211, 0.18523, -3.43348], [-1.90510, 0.07940, -2.55313], [-2.84967, 0.95031, -3.43089], [2.77630, 2.55250, 2.22151], [3.63131, 2.38134, 1.78528], [2.96994, 2.52211, 3.16364]],
  "forces_ev_per_angstrom": [[0.59, 1.76, -0.67], [-1.94, -1.92, 0.20], [0.69, 1.17, 0.61], [-0.06, 1.44, 0.69], [0.55, 0.06, -1.69], [-1.78, -0.54, 0.38], [0.45, 0.42, 1.32], [1.53, -0.08, 0.79], [0.28, -1.20, -0.14], [0.42, 0.60, -0.26], [-0.93, -0.88, 0.53], [0.44, 0.43, -0.01], [0.35, -1.48, 0.43], [-0.70, -0.33, -1.32], [0.61, 0.01, 0.07], [-0.24, -0.13, 0.84], [0.03, 0.58, 0.85], [-0.06, -0.13, -1.31], [0.46, 0.16, -0.41], [0.49, -0.27, -0.61], [-0.50, 0.68, -0.13], [-0.25, 0.21, -0.13], [-0.39, -0.40, 0.12], [-0.21, -0.29, -0.04], [0.08, 0.07, 0.08], [0.15, 0.10, 0.06], [0.77, 0.45, 0.57], [-0.30, -0.66, -0.22], [-0.52, -0.26, -0.35], [-0.69, -0.78, 0.37], [0.51, 0.57, 0.19], [0.05, 0.11, -0.47], [-0.01, -0.32, -0.55], [-0.13, 0.18, 0.23], [0.03, 0.08, 0.22], [0.79, 0.19, -0.48], [-0.47, 0.28, 0.21], [-0.10, 0.11, 0.02]],
  "mulliken_charge": [-1.48, -0.13, 0.64, -1.49, -1.31, 1.01, -1.33, -0.51, 0.31, 0.37, 0.35, 0.42, 0.26, 0.34, 0.40, 0.43, 0.60, 0.18, 0.26, 0.46, 0.11, 0.19, 0.10, -0.65, 0.32, 0.33, -0.62, 0.27, 0.37, -0.68, 0.36, 0.29, -0.71, 0.26, 0.27, -0.62, 0.33, 0.29],
  "smiles": "C/C=C(\\C)C[C@@H](C)N.O.O.O.O.O",
  "energy_ev": -19390.06877,
  "de_lowest_kcal_mol": 59.3,
  "homo_energy_ev": -8.66,
  "multiplicity": 1,
  "orbital_gap_ha": 0.3238
}

(2)
{
  "formula": "C18H18N4OS",
  "method": "wB97M-V/def2-TZVPD",
  "elements": ["C", "O", "C", "C", "C", "C", "C", "N", "C", "S", "N", "C", "C", "N", "C", "N", "C", "C", "C", "C", "C", "C", "C", "C", "H", "H", "H", "H", "H", "H", "H", "H", "H", "H", "H", "H", "H", "H", "H", "H", "H", "H"],
  "xyz": [[-2.75451, 1.01485, 2.07283], [-1.93404, 0.04680, 1.46531], [-2.21459, -0.33149, 0.19239], [-3.30072, 0.10575, -0.55769], [-3.48885, -0.38570, -1.83925], [-2.60499, -1.28464, -2.40001], [-1.50325, -1.70660, -1.65960], [-0.59310, -2.61307, -2.23689], [0.68415, -2.81485, -1.79312], [1.29502, -4.34744, -1.68045], [1.43818, -1.73144, -1.49919], [2.64381, -1.91339, -0.71671], [3.10909, -0.60511, -0.04691], [2.01711, 0.30729, 0.13246], [1.10343, 0.52510, -0.85961], [0.25969, 1.47742, -0.60226], [0.61876, 1.94409, 0.64004], [0.07105, 2.96350, 1.40828], [0.63599, 3.21345, 2.64120], [1.72686, 2.48026, 3.11108], [2.29692, 1.47087, 2.36144], [1.73161, 1.21109, 1.12454], [1.18988, -0.39878, -2.02011], [-1.32746, -1.25001, -0.36400], [-2.30711, 1.21066, 3.04595], [-2.77346, 1.94091, 1.49195], [-3.77651, 0.64533, 2.20900], [-4.00546, 0.81581, -0.15727], [-4.34131, -0.05119, -2.41131], [-2.75412, -1.65783, -3.40157], [-1.00327, -3.42623, -2.67760], [3.45350, -2.30631, -1.34520], [2.42520, -2.67393, 0.03935], [3.55945, -0.82800, 0.92223], [3.87290, -0.12325, -0.67289], [-0.76446, 3.53676, 1.03981], [0.22987, 3.99787, 3.26287], [2.13676, 2.71246, 4.08277], [3.14531, 0.91112, 2.72674], [2.03566, -0.11337, -2.66471], [0.27703, -0.36877, -2.60976], [-0.51001, -1.59997, 0.24585]],
  "forces_ev_per_angstrom": [[-0.15, 0.14, 0.13], [0.17, -0.23, -0.27], [-0.06, -0.16, -0.18], [-0.02, 0.17, 0.36], [0.06, -0.12, -0.05], [0.04, -0.01, -0.07], [-0.31, 0.34, 0.38], [-0.08, 0.06, -0.34], [0.27, -0.30, -0.16], [0.04, -0.46, 0.03], [-0.26, -0.05, 0.01], [0.31, -0.20, 0.23], [0.40, -0.07, -0.22], [-0.38, 0.00, -0.05], [-0.02, 0.24, 0.16], [-0.23, -0.02, -0.61], [0.63, -0.26, 0.31], [0.05, -0.08, -0.03], [-0.13, 0.15, 0.06], [0.10, -0.05, 0.10], [0.15, -0.11, 0.03], [-0.43, 0.51, 0.09], [-0.07, 0.21, -0.22], [-0.14, -0.08, 0.04], [-0.06, 0.03, -0.06], [-0.01, -0.02, 0.01], [0.04, 0.02, -0.03], [-0.05, 0.08, 0.07], [-0.07, 0.03, -0.04], [0.01, -0.01, -0.13], [0.18, 0.07, 0.16], [-0.07, 0.01, 0.14], [0.08, 0.13, -0.13], [-0.02, 0.01, -0.13], [-0.04, -0.07, 0.17], [-0.11, 0.07, -0.05], [-0.03, 0.07, 0.04], [0.04, 0.01, 0.07], [0.08, -0.03, 0.06], [-0.14, -0.03, 0.00], [0.13, 0.04, 0.05], [0.12, -0.03, 0.08]],
  "mulliken_charge": [-1.01, -0.35, 0.46, -0.62, -0.74, -0.66, -0.44, -0.13, 0.03, -0.38, 0.23, -1.03, -0.67, 0.32, 0.45, -0.75, 0.64, -0.60, -0.59, -0.55, -1.13, 0.77, -1.09, 0.53, 0.25, 0.37, 0.41, 0.43, 0.37, 0.47, 0.35, 0.32, 0.60, 0.32, 0.31, 0.51, 0.39, 0.40, 0.38, 0.42, 0.47, 0.54],
  "smiles": "COc1cccc(NC(=S)N2CCn3c(nc4ccccc43)C2)c1",
  "energy_ev": -37801.82210,
  "de_lowest_kcal_mol": 20.4,
  "homo_energy_ev": -8.15,
  "multiplicity": 1,
  "orbital_gap_ha": 0.3225
}

(3)
{
  "formula": "C2H8N2O2",
  "method": "wB97M-V/def2-TZVPD",
  "elements": ["N", "C", "C", "O", "H", "H", "H", "H", "H", "N", "O", "H", "H", "H"],
  "xyz": [[1.59571, -0.67847, -1.11242], [1.29671, -0.02140, 0.05267], [0.58914, -0.51084, 1.07837], [0.33432, 0.22431, 2.19996], [1.53071, -1.69148, -1.04245], [2.43735, -0.33081, -1.56754], [1.66802, 1.00047, 0.09403], [0.13636, -1.49402, 1.07685], [-0.50613, -0.10671, 2.56837], [-2.09389, 0.56938, -0.16759], [-1.33738, 0.83951, -1.44694], [-1.82894, 1.41835, 0.33847], [-3.05189, 0.73237, -0.48370], [-0.77008, 0.04935, -1.58807]],
  "forces_ev_per_angstrom": [[0.20, -0.80, -1.28], [-0.39, 0.69, 1.93], [0.44, -0.03, -1.09], [-0.75, 0.15, 0.76], [0.32, 0.39, -0.25], [-0.38, -0.53, 0.17], [-0.18, -0.10, 0.15], [0.14, -0.20, -0.20], [0.60, 0.39, -0.19], [0.96, 0.68, -1.63], [-0.49, -0.88, 0.90], [-0.17, -0.32, 0.13], [0.16, -0.05, 0.12], [-0.47, 0.61, 0.49]],
  "mulliken_charge": [-0.47, -0.11, -0.20, -0.50, 0.20, 0.21, 0.29, 0.22, 0.34, -0.40, -0.45, 0.24, 0.25, 0.35],
  "smiles": "N/C=C/O.NO",
  "energy_ev": -9276.14613,
  "de_lowest_kcal_mol": 86.8,
  "homo_energy_ev": -7.52,
  "multiplicity": 1,
  "orbital_gap_ha": 0.3130
}

(4)
{
  "formula": "C3H8NO",
  "method": "wB97M-V/def2-TZVPD",
  "elements": ["C", "O", "H", "H", "H", "C", "C", "N", "H", "H", "H", "H", "H"],
  "xyz": [[1.31018, 0.37098, -1.46743], [2.20030, 0.83401, -0.59289], [0.50299, 1.15077, -1.79314], [1.65650, 0.11503, -2.51382], [0.83736, -0.45764, -1.04564], [-1.03945, -1.31842, 0.94526], [-0.68520, 1.05560, 0.93595], [-1.56728, 0.11718, 0.68160], [-0.82902, -1.79157, -0.06398], [-1.84956, -1.82193, 1.49309], [-0.04466, -1.26971, 1.61377], [-0.89569, 2.10706, 0.96079], [0.40352, 0.90864, 0.84644]],
  "forces_ev_per_angstrom": [[0.18, 2.47, -1.43], [0.82, 0.61, 0.48], [0.15, -0.64, 0.53], [0.39, -0.39, 0.27], [-1.64, -2.06, 0.19], [1.51, 1.85, -0.37], [-0.59, -2.55, -1.67], [2.03, 0.74, 2.10], [-0.24, 0.33, 1.34], [0.41, -0.01, -0.28], [-2.14, -0.29, -1.62], [-1.02, 0.46, -0.25], [0.13, -0.51, 0.72]],
  "mulliken_charge": [-0.40, -0.87, 0.12, 0.27, -0.04, -0.65, -0.31, -0.43, 0.24, 0.30, 0.23, 0.28, 0.26],
  "total_charge": -1,
  "energy_ev": -6775.75359,
  "de_lowest_kcal_mol": 51.6,
  "homo_energy_ev": -2.08,
  "multiplicity": 1,
  "orbital_gap_ha": 0.2259
}